Record 1
Computed, not measured: C25H20BrCl5F5N2O4TeV as an isolated structure, with ωB97M-V with the def2-TZVPD basis set.

Geometry as ORCA input:
```
! RIJCOSX wB97M-V def2-TZVPD def2/J DEFGRID3
* xyz -2 3
Te 0.901 4.521 -0.146
Br 0.778 -3.286 1.941
V -0.661 1.853 0.493
Cl -2.263 5.759 4.678
Cl -3.701 2.444 -0.373
Cl -0.143 3.912 3.444
Cl -5.862 4.192 0.995
Cl -5.142 5.865 3.522
F 1.288 5.528 -1.670
F 1.479 3.030 -1.371
F -0.842 4.075 -0.998
F -0.043 6.124 0.394
F 2.554 5.372 0.509
O -2.517 -0.411 0.686
O 0.256 2.341 -3.438
O -0.936 1.127 -1.166
O 0.520 1.743 1.549
N 0.341 -1.477 -0.612
N 0.140 -0.910 -1.878
C 4.611 -5.078 3.559
C 2.007 -2.868 0.524
C 3.945 -4.371 1.314
C 5.626 -6.123 1.662
C -0.821 1.723 -5.396
C -0.940 -0.518 2.480
C 1.526 -2.004 -0.477
C -1.176 0.372 -3.427
C -1.636 0.893 -6.139
C -3.279 3.327 1.066
C -4.261 4.123 1.645
C 3.865 -4.264 2.730
C 3.204 -3.578 0.393
C -2.235 -0.211 -5.543
C 5.495 -6.029 3.048
C -1.976 3.205 1.554
C -3.941 4.875 2.770
C -1.537 0.146 1.307
C -2.654 4.808 3.287
C -0.575 1.479 -4.039
C -2.991 -1.737 0.998
C -0.972 -0.009 -1.971
C -1.994 -0.447 -4.200
C -1.705 3.974 2.688
C 4.880 -5.322 0.823
H 2.271 -1.817 -1.260
H -3.805 -1.910 0.301
H 6.069 -6.669 3.708
H 3.225 -3.510 3.162
H -3.356 -1.786 2.022
H 4.992 -5.421 -0.252
H -1.851 -0.603 -1.684
H -1.092 0.158 3.328
H 3.636 -3.518 -0.605
H 0.308 2.230 -2.470
H -2.876 -0.872 -6.112
H 6.318 -6.840 1.232
H -2.447 -1.305 -3.714
H -1.807 1.111 -7.187
H -0.347 2.591 -5.837
H 0.138 -0.525 2.311
H 0.976 -0.555 -2.338
H 4.518 -4.955 4.633
H -1.295 -1.518 2.712
H -2.189 -2.454 0.834
*
```

Record 2
Computed, not measured: the molecule C4H6O2, with ωB97M-V with the def2-TZVPD basis set.

Output
SMILES string: C1OCC12CO2

Geometry as ORCA input:
```
! RIJCOSX wB97M-V def2-TZVPD def2/J DEFGRID3
* xyz 0 1
O 1.142 -0.476 1.104
O -1.867 -0.022 0.063
C 1.655 0.045 -0.124
C -0.874 0.958 0.411
C -0.874 -0.940 -0.428
C 0.225 -0.051 0.128
H 2.162 1.006 -0.047
H -0.949 1.296 1.450
H -0.905 1.818 -0.270
H 2.137 -0.688 -0.770
H -0.893 -1.004 -1.524
H -0.959 -1.941 0.008
*
```

Record 3
Computed, not measured: C40H47F3GeIIrN5O2P2 as an isolated structure, with ωB97M-V with the def2-TZVPD basis set.

Geometry as ORCA input:
```
! RIJCOSX wB97M-V def2-TZVPD def2/J DEFGRID3
* xyz 1 5
Ir -0.162 -0.459 -0.103
I 1.371 -2.649 -0.187
Ge -3.150 -2.172 -0.370
P -0.034 2.050 2.842
P 2.507 1.707 1.252
F 1.159 1.343 -6.967
F 3.116 0.574 -6.498
F 1.553 -0.772 -7.139
O -0.650 1.119 1.843
O 1.731 0.848 0.295
N -1.973 1.601 -2.305
N -1.639 1.354 -1.029
N -3.345 2.657 -1.112
N -2.983 2.377 -2.362
N 0.501 -0.174 -2.355
C 1.722 0.296 -2.617
C 4.028 4.327 -1.413
C 1.413 2.868 2.128
C -2.291 -3.269 -1.744
C -3.696 5.506 -2.193
C -2.979 5.229 4.278
C 4.280 -1.374 3.149
C -0.813 4.693 3.393
C 3.593 -0.593 2.232
C 3.662 2.755 0.373
C -2.991 5.297 0.219
C -1.875 -1.235 0.796
C -3.333 3.886 4.235
C -4.469 3.534 -0.803
C 3.901 1.330 3.653
C -4.218 -3.361 0.756
C -1.158 3.348 3.359
C 4.581 0.547 4.566
C 0.617 -0.179 4.311
C -4.083 5.009 -0.806
C 0.810 1.919 5.487
C 5.873 3.596 -0.054
C -0.285 -0.508 -3.378
C -1.722 5.633 3.860
C -2.425 2.946 3.786
C 1.809 0.314 -6.398
C -4.331 -0.847 -1.202
C 0.492 1.205 4.334
C 1.072 -0.845 5.439
C 3.172 3.524 -0.684
C 2.193 0.466 -3.906
C 3.400 0.761 2.482
C 4.770 -0.806 4.311
C 5.379 4.365 -1.095
C -2.497 2.030 -0.296
C 5.018 2.786 0.678
C 0.108 -0.382 -4.697
C 1.392 -0.133 6.583
C 1.369 0.124 -4.963
C 1.260 1.250 6.611
H -3.258 4.935 1.216
H -4.471 5.300 -2.927
H -4.980 -3.863 0.161
H 3.194 -1.036 1.333
H -1.957 -4.210 -1.311
H -3.583 -4.123 1.206
H 6.925 3.618 0.184
H 1.066 3.587 1.376
H 0.160 5.024 3.056
H -1.460 -1.928 1.535
H -1.271 -0.873 -3.129
H 3.764 2.383 3.861
H -5.297 -1.298 -1.416
H -3.530 6.580 -2.170
H -2.803 6.366 0.291
H 3.647 4.918 -2.233
H 4.425 -2.426 2.952
H -2.994 -3.489 -2.544
H -4.996 5.530 -0.495
H -4.314 3.573 4.562
H -4.500 -0.005 -0.532
H -0.565 -0.668 -5.492
H -2.698 1.899 3.764
H -5.247 3.303 -1.531
H 1.740 -0.656 7.462
H 0.690 2.994 5.518
H 2.122 3.480 -0.951
H 1.984 3.413 2.880
H -4.715 -2.814 1.554
H 2.328 0.532 -1.760
H -3.686 5.960 4.643
H -2.778 5.033 -2.541
H -4.821 3.232 0.187
H -2.051 4.825 -0.073
H 5.303 -1.416 5.026
H 0.365 -0.726 3.413
H 1.174 -1.920 5.423
H 3.189 0.851 -4.070
H 6.048 4.992 -1.665
H -1.411 -2.795 -2.170
H 1.499 1.799 7.509
H -1.449 6.677 3.889
H -2.527 2.048 0.776
H -2.375 -0.427 1.323
H 4.962 0.986 5.476
H 5.412 2.176 1.478
H -3.923 -0.472 -2.139
*
```

Record 4
Computed, not measured: an isolated ion of composition C6H7O4 and charge +1, with ωB97M-V with the def2-TZVPD basis set.

Geometry as ORCA input:
```
! RIJCOSX wB97M-V def2-TZVPD def2/J DEFGRID3
* xyz 1 1
O -1.907 -2.083 -0.785
O 0.008 -0.182 -0.228
O 0.235 1.607 -1.921
O 2.216 -0.260 0.346
C -1.636 -1.691 0.386
C -0.967 0.319 0.787
C 1.410 0.230 -0.333
C 1.468 1.430 -1.297
C -0.189 -0.151 1.952
C -0.361 -1.126 0.804
H 1.780 2.305 -0.745
H -2.231 -1.843 1.236
H 0.800 0.087 2.068
H 2.508 1.307 -1.801
H -2.824 -2.138 -1.100
H 0.411 2.519 -2.140
H -0.720 -0.330 2.772
*
```

Record 5
Computed, not measured: a 2-piece molecular cluster, C5H14 overall, with ωB97M-V with the def2-TZVPD basis set.

Geometry as ORCA input:
```
! RIJCOSX wB97M-V def2-TZVPD def2/J DEFGRID3
* xyz -1 2
C 2.151 -1.892 0.302
C 0.738 -1.373 0.080
C -1.442 1.410 -1.227
C -1.299 2.759 -0.546
C -0.023 -1.145 1.376
H -1.785 0.590 -0.581
H -0.590 0.961 -1.744
H 2.125 -2.998 0.328
H -0.989 -1.598 1.584
H 2.927 -1.761 -0.457
H -0.062 -0.056 1.514
H 0.193 -2.000 -0.628
H -1.642 2.724 0.480
H 0.782 -0.461 -0.521
H -1.743 3.547 -1.148
H -2.244 1.332 -1.977
H 2.566 -1.607 1.265
H 0.560 -1.367 2.284
H -0.224 2.937 -0.384
*
```

Record 6
Computed, not measured: the molecule C15H15NOS, with ωB97M-V with the def2-TZVPD basis set.

Output
SMILES string: CNC(=O)[C@@H](Sc1ccccc1)c1ccccc1

Geometry as ORCA input:
```
! RIJCOSX wB97M-V def2-TZVPD def2/J DEFGRID3
* xyz 0 1
S -0.674 -1.790 -0.287
O -3.097 1.075 -0.305
N -3.515 -1.073 0.257
C 0.674 2.321 -1.395
C 0.323 1.559 1.241
C -0.187 1.287 -1.085
C -2.715 0.002 0.104
C 1.187 2.594 0.929
C 1.083 -1.556 -0.130
C 1.367 2.973 -0.389
C 3.225 -1.351 -1.176
C 3.024 -1.142 1.204
C -0.367 0.897 0.236
C 3.806 -1.133 0.061
C 1.662 -1.363 1.115
C 1.861 -1.560 -1.277
C -1.272 -0.247 0.559
C -4.899 -1.067 -0.148
H 4.868 -0.958 0.136
H 0.807 2.619 -2.424
H 3.475 -0.981 2.172
H 3.832 -1.350 -2.069
H -5.063 -1.745 -0.988
H 1.395 -1.721 -2.236
H -1.281 -0.452 1.635
H -0.726 0.773 -1.868
H 2.045 3.778 -0.632
H -3.110 -1.956 0.527
H 1.721 3.102 1.719
H -5.539 -1.366 0.684
H 0.182 1.270 2.273
H 1.054 -1.386 2.006
H -5.147 -0.051 -0.450
*
```

Record 7
Computed, not measured: a 2-piece molecular cluster, C6H14N2O2 overall, with ωB97M-V with the def2-TZVPD basis set.

Output
SMILES string: CN(C)C=O.CN(C)C=O

Geometry as ORCA input:
```
! RIJCOSX wB97M-V def2-TZVPD def2/J DEFGRID3
* xyz 0 1
O -1.413 2.685 -2.396
O 2.800 -1.668 2.416
N 2.415 -2.396 0.298
N -2.355 2.509 -0.354
C -1.363 1.584 0.092
C 0.962 -2.355 0.482
C 3.208 -2.049 1.336
C 2.971 -2.929 -0.924
C -3.342 2.992 0.593
C -2.261 3.004 -1.604
H 2.386 -3.787 -1.243
H -3.040 3.739 -1.872
H 0.507 -2.581 -0.491
H -0.365 1.921 -0.206
H -4.053 3.644 0.092
H -3.889 2.160 1.047
H -1.470 0.598 -0.370
H -1.392 1.496 1.174
H -2.871 3.544 1.414
H 0.664 -1.326 0.671
H 4.279 -2.220 1.117
H 3.024 -2.165 -1.701
H 3.988 -3.278 -0.739
H 0.614 -3.122 1.167
*
```

Record 8
Computed, not measured: C38H26BrCrN2OP as an isolated structure, with ωB97M-V with the def2-TZVPD basis set.

Geometry as ORCA input:
```
! RIJCOSX wB97M-V def2-TZVPD def2/J DEFGRID3
* xyz 1 2
Br -5.096 -1.892 5.186
Cr -0.207 0.151 0.017
P -0.629 -0.446 -2.357
O -1.636 -0.925 0.371
N 1.757 0.721 0.023
N 0.008 0.495 1.993
C -1.990 -0.634 2.730
C -0.962 -4.454 -1.766
C -1.221 1.763 -0.506
C 1.714 -0.064 -6.302
C 1.226 1.174 2.310
C -3.593 -1.775 1.329
C -0.494 -3.151 -1.844
C -2.711 0.802 -3.807
C -2.378 -1.090 1.460
C 3.743 2.376 2.669
C -2.047 1.774 -1.685
C 1.047 0.799 -4.164
C -1.948 0.754 -2.669
C -3.648 1.838 -3.995
C -2.263 -4.747 -2.156
C -3.086 -3.734 -2.628
C 0.993 -1.223 -6.053
C -3.989 -1.557 3.700
C 1.737 0.953 -5.356
C -0.767 0.080 2.936
C -2.613 -2.431 -2.711
C -3.763 2.829 -3.063
C -2.956 2.834 -1.900
C -1.330 2.817 0.371
C 4.295 1.798 0.308
C 3.413 1.813 1.412
C 3.906 1.245 -0.877
C 1.561 1.747 3.503
C -2.805 -0.893 3.852
C -4.386 -1.998 2.428
C -2.224 3.894 0.144
C 2.149 1.238 1.237
C -1.314 -2.131 -2.320
C 2.828 2.353 3.679
C 0.328 -0.368 -3.901
C -3.026 3.892 -0.954
C 0.300 -1.379 -4.858
C 2.608 0.721 -0.983
H -0.477 0.249 3.971
H -3.269 -1.646 -3.064
H 3.066 2.798 4.636
H 0.522 -2.934 -1.531
H -0.251 -2.292 -4.673
H 0.863 1.759 4.330
H 4.563 1.212 -1.734
H 5.284 2.226 0.417
H -4.463 3.643 -3.215
H -2.583 0.054 -4.583
H 1.030 1.622 -3.455
H 0.965 -2.014 -6.791
H -4.257 1.855 -4.890
H -2.487 -0.556 4.832
H -4.099 -3.959 -2.935
H 2.251 0.051 -7.234
H -3.881 -2.122 0.345
H -3.724 4.703 -1.129
H 2.283 1.868 -5.551
H -0.317 -5.241 -1.397
H -2.634 -5.761 -2.089
H 4.718 2.826 2.811
H -5.325 -2.525 2.319
H -0.729 2.838 1.273
H -2.280 4.708 0.856
H 2.258 0.296 -1.913
*
```

Record 9
Computed, not measured: the molecule C10H18O2, with ωB97M-V with the def2-TZVPD basis set.

Output
SMILES string: CCC[C@H]1C=C[C@@H](CCC)OO1

Geometry as ORCA input:
```
! RIJCOSX wB97M-V def2-TZVPD def2/J DEFGRID3
* xyz 0 1
O -0.713 0.143 -0.717
O -1.116 1.449 -0.925
C -0.415 2.100 1.235
C 1.374 0.607 -2.957
C -0.136 -2.273 1.194
C -0.125 2.175 -0.263
C -0.211 -3.598 2.055
C 1.393 1.754 -0.632
C -1.529 -1.541 0.928
C 1.568 1.877 -2.121
C -1.437 -0.077 0.484
C -1.012 0.962 1.500
H 2.625 2.173 -2.301
H -0.031 2.867 1.949
H 1.814 0.717 -3.943
H 0.353 -2.485 0.172
H 0.970 2.756 -2.367
H -2.156 -1.712 1.825
H 0.245 -3.362 2.995
H 2.091 2.499 -0.163
H -0.210 3.185 -0.646
H -1.485 0.699 2.447
H -2.484 0.108 0.223
H -1.317 -3.660 2.071
H -2.234 -2.014 0.155
H 1.657 0.839 -0.048
H 0.315 0.376 -3.089
H 0.439 -1.506 1.734
H 0.020 -4.649 1.733
H 1.747 -0.407 -2.531
*
```

Record 10
Computed, not measured: a 10-piece molecular cluster, H20O10 overall, with ωB97M-V with the def2-TZVPD basis set.

Output
SMILES string: O.O.O.O.O.O.O.O.O.O

Geometry as ORCA input:
```
! RIJCOSX wB97M-V def2-TZVPD def2/J DEFGRID3
* xyz 0 1
O 1.437 1.277 2.211
O -2.253 -1.535 1.526
O -2.093 -1.351 -2.515
O 2.028 -1.048 -0.017
O 0.089 0.390 -2.740
O 0.881 -1.386 2.883
O 0.483 3.154 0.399
O -0.108 -2.635 -0.390
O -1.855 2.441 -1.444
O -0.553 0.227 0.216
H -1.839 -1.917 2.293
H 1.501 -1.954 2.391
H -0.786 -2.123 -0.033
H 0.349 0.132 0.473
H 0.961 2.691 -0.286
H 0.672 -2.051 -0.167
H -1.465 -0.725 -2.140
H 0.576 2.585 1.167
H -1.202 2.849 -0.858
H 2.847 -1.071 0.486
H -1.728 -0.757 1.305
H 0.846 0.956 -2.813
H 2.376 1.340 2.364
H -0.312 0.416 -3.576
H -0.452 0.890 -0.497
H -1.384 2.265 -2.290
H 2.338 -0.701 -0.857
H 1.271 0.373 2.372
H -2.827 -0.747 -2.672
H 0.208 -1.972 3.204
*
```

What energy values result from the calculations? In sequence: -216644.5900, -8337.5954, -147969.4949, -14510.5421, -5409.7649, -30171.7565, -13523.9872, -152604.1770, -14751.7008, -20799.4706 eV.
What relative energy (zero: lowest compared OMol25 entry of this formula, charge and spin) values result from the calculations? In sequence: 49.8, 66.1, 0.0, 36.8, 17.2, 7.2, 37.8, 8.2, 128.5, 72.5 kcal per mole.